{"formula": "C33H56BrN3O5S3", "method": "ωB97M-V/def2-TZVPD", "species": ["C", "C", "C", "C", "N", "C", "C", "C", "C", "C", "C", "C", "C", "Br", "C", "N", "S", "N", "C", "C", "S", "S", "C", "C", "C", "H", "H", "H", "H", "H", "H", "H", "H", "H", "H", "H", "H", "H", "H", "H", "H", "H", "H", "H", "H", "H", "H", "H", "H", "H", "H", "C", "C", "O", "C", "H", "H", "H", "H", "H", "H", "C", "C", "O", "C", "H", "H", "H", "H", "H", "H", "C", "C", "O", "C", "H", "H", "H", "H", "H", "H", "C", "C", "O", "C", "H", "H", "H", "H", "H", "H", "C", "C", "O", "C", "H", "H", "H", "H", "H", "H"], "positions_angstrom": [[-1.16292, 3.11635, 0.63602], [-1.26810, 3.44199, -0.96267], [-1.72236, 2.12933, -1.81981], [-0.42710, 1.13227, -1.90298], [-0.31882, 0.46990, -3.23874], [0.73582, -0.58957, -3.28316], [2.11837, -0.20292, -2.55349], [2.10124, -0.96646, -1.10986], [3.48978, -0.83883, -0.30490], [3.26295, -0.41887, 1.23414], [2.98774, 1.09299, 1.49739], [2.80177, 1.57707, 2.97950], [2.89676, 0.56087, 4.15225], [2.71282, 1.16350, 6.04327], [3.13372, -0.94953, 3.82333], [3.24501, -2.04211, 4.78816], [3.52227, -3.44353, 3.83480], [3.53821, -2.94331, 2.18549], [3.32709, -1.51621, 2.35728], [-1.61153, -0.12430, -3.67354], [-2.38247, 0.61648, -4.98531], [-2.42050, -1.62090, -2.93558], [-3.43452, -1.18212, -1.44107], [-2.63106, -1.12630, -0.04822], [-1.35459, -2.09552, 0.04731], [-1.22392, 4.14578, 1.16584], [-2.05214, 2.45265, 0.91231], [-0.15064, 2.62824, 0.90261], [-2.09902, 4.24083, -1.07242], [-0.23886, 3.83662, -1.26494], [-2.00669, 2.48832, -2.86904], [-2.58529, 1.65059, -1.23912], [-0.59829, 0.33738, -1.09640], [0.47109, 1.79168, -1.62745], [0.99215, -0.74888, -4.40399], [0.41333, -1.61289, -2.88357], [2.27329, 0.92525, -2.42537], [3.02907, -0.61478, -3.13458], [1.84769, -2.07946, -1.28583], [1.26400, -0.53949, -0.43238], [4.07446, 0.03371, -0.79207], [4.12160, -1.78943, -0.38902], [2.91944, 1.84368, 0.64070], [2.60408, 2.69243, 3.16218], [-4.29000, -1.94694, -1.32072], [-3.90558, -0.15450, -1.62891], [-3.35136, -1.43976, 0.79241], [-2.27482, -0.06190, 0.21231], [-1.67977, -3.19631, 0.20229], [-0.80610, -1.81239, 1.03168], [-0.58412, -1.96701, -0.78452], [-6.82257, -2.26647, 3.01061], [-5.51744, -2.91191, 2.63051], [-4.88490, -2.53700, 1.65740], [-5.02196, -4.03854, 3.49778], [-7.05416, -1.47342, 2.29950], [-7.62502, -3.00652, 2.98279], [-6.74483, -1.83003, 4.00775], [-5.74445, -4.85745, 3.49170], [-4.86380, -3.68067, 4.51738], [-4.07155, -4.40711, 3.10475], [-6.51944, 2.29206, -7.98027], [-5.01357, 2.29881, -7.96829], [-4.39085, 2.98570, -7.18042], [-4.30843, 1.42231, -8.96914], [-6.89045, 2.96861, -7.20715], [-6.88499, 2.63519, -8.95060], [-6.88831, 1.28554, -7.77112], [-4.57574, 1.72683, -9.98345], [-4.57911, 0.37718, -8.80376], [-3.22835, 1.52801, -8.84496], [9.05165, -3.16207, 3.34163], [8.29325, -1.86139, 3.32390], [8.75591, -0.86657, 2.79500], [6.94123, -1.83840, 3.98494], [10.00760, -3.03073, 2.82963], [9.24556, -3.46515, 4.37282], [8.47909, -3.93324, 2.82169], [7.04122, -2.08251, 5.04487], [6.27515, -2.55056, 3.49292], [6.51146, -0.83799, 3.89521], [-8.50992, 1.06426, 1.91559], [-9.30404, 0.48625, 3.05767], [-8.89428, -0.46663, 3.69709], [-10.62534, 1.13267, 3.37880], [-7.58191, 0.50124, 1.79743], [-9.08385, 0.99098, 0.98932], [-8.26190, 2.10687, 2.12566], [-11.29272, 1.06239, 2.51712], [-10.47054, 2.17832, 3.65351], [-11.08654, 0.61379, 4.22210], [11.50988, 2.89611, -0.21481], [10.42117, 1.86788, -0.05095], [9.50516, 1.78515, -0.84925], [10.50978, 0.94740, 1.13716], [11.31676, 3.48819, -1.11237], [11.52311, 3.56418, 0.64908], [12.47654, 2.39968, -0.32424], [10.47845, 1.52893, 2.06107], [11.43234, 0.36440, 1.08723], [9.66246, 0.26175, 1.12755]], "lowdin_charge": [-0.13, -0.25, -0.17, -0.18, -0.22, -0.22, -0.16, -0.21, -0.17, -0.10, -0.01, -0.07, -0.55, 0.60, -0.30, -0.25, 0.90, -0.23, -0.25, -0.99, 0.66, 0.79, -0.45, -0.29, -0.15, 0.08, 0.07, 0.06, 0.11, 0.10, 0.09, 0.09, 0.09, 0.12, 0.13, 0.09, 0.11, 0.12, 0.12, 0.09, 0.12, 0.11, 0.11, 0.10, 0.09, 0.07, 0.07, 0.08, 0.09, 0.08, 0.02, -0.03, -0.47, 0.04, -0.02, 0.05, 0.10, 0.09, 0.09, 0.09, 0.08, -0.03, -0.51, 0.05, -0.03, 0.08, 0.08, 0.09, 0.08, 0.09, 0.08, -0.02, -0.48, 0.05, -0.03, 0.08, 0.09, 0.09, 0.09, 0.05, 0.09, -0.02, -0.48, 0.05, -0.02, 0.07, 0.09, 0.09, 0.09, 0.09, 0.08, -0.03, -0.50, 0.06, -0.03, 0.08, 0.08, 0.08, 0.09, 0.09, 0.05], "homo_lumo_gap_ev": 6.5}

{"formula": "C33H56BrN5O7ReSSi", "method": "ωB97M-V/def2-TZVPD", "species": ["Re", "C", "C", "C", "C", "O", "Si", "S", "O", "C", "C", "C", "C", "O", "C", "C", "C", "C", "H", "H", "H", "H", "H", "H", "H", "H", "H", "H", "H", "H", "H", "H", "H", "H", "H", "H", "H", "H", "H", "H", "H", "H", "H", "H", "H", "N", "C", "C", "C", "O", "O", "H", "H", "H", "H", "H", "H", "C", "O", "C", "C", "C", "Br", "C", "C", "C", "O", "C", "N", "C", "C", "C", "C", "C", "C", "N", "H", "H", "H", "H", "H", "H", "H", "H", "H", "H", "H", "C", "C", "C", "C", "N", "N", "H", "H", "H", "H", "H", "H", "H", "H", "H", "H", "H", "H"], "positions_angstrom": [[0.33175, 0.01004, -0.35570], [-1.34660, -1.58796, 2.82199], [-0.81557, -0.17322, 2.74514], [-1.82215, 0.81753, 2.20862], [-0.25702, 0.27330, 4.08086], [0.34497, -0.17419, 1.73072], [2.00920, -0.22646, 2.13758], [2.59560, -0.13401, 0.05138], [2.22695, -1.69659, 2.75270], [3.26059, -2.20579, 3.68530], [3.06704, -3.71027, 3.70086], [3.01096, -1.62089, 5.06452], [4.62700, -1.82938, 3.13688], [2.63213, 0.92139, 3.01386], [2.92621, 2.35416, 3.20179], [3.38034, 2.47896, 4.64083], [4.03803, 2.70101, 2.22517], [1.67596, 3.17054, 2.93845], [-2.16174, -1.61119, 3.54543], [-0.57346, -2.27993, 3.15892], [-1.74597, -1.93443, 1.86876], [-2.61316, 0.94931, 2.94750], [-2.29618, 0.45366, 1.29575], [-1.35820, 1.78700, 2.02334], [-1.07224, 0.26053, 4.80490], [0.14113, 1.28415, 4.03476], [0.51223, -0.40535, 4.44853], [2.05930, -3.96640, 4.03324], [3.77420, -4.15922, 4.39798], [3.24279, -4.14534, 2.71717], [2.03136, -1.92340, 5.43788], [3.07616, -0.53458, 5.05703], [3.76107, -1.99973, 5.75919], [4.73927, -2.18699, 2.11164], [5.40988, -2.29060, 3.73884], [4.78179, -0.74976, 3.16186], [4.28582, 1.89812, 4.81552], [2.60053, 2.13759, 5.32255], [3.59602, 3.52333, 4.86737], [4.90830, 2.06462, 2.38820], [4.34234, 3.73828, 2.36302], [3.69890, 2.58197, 1.19491], [0.97408, 3.11492, 3.77214], [1.17895, 2.85337, 2.03075], [1.94658, 4.21838, 2.81030], [0.48282, 0.28524, -2.46503], [0.42735, 1.70952, -2.94812], [1.41641, 2.56731, -2.17730], [0.87407, 2.95072, -0.81606], [0.85924, 4.06106, -0.37888], [0.33020, 1.92717, -0.10992], [1.38133, -0.09599, -2.76444], [-0.23224, -0.24993, -2.95779], [-0.59443, 2.04368, -2.79545], [0.63428, 1.71206, -4.01697], [1.62560, 3.48316, -2.72677], [2.36686, 2.04106, -2.04846], [-2.51824, 2.84410, -1.18926], [-2.28420, 1.42632, -1.22521], [-3.37022, 0.66414, -0.90495], [-4.65743, 1.15331, -0.75062], [-5.66239, 0.29331, -0.31887], [-7.39478, 0.97314, -0.07240], [-5.40547, -1.04112, -0.06597], [-4.12258, -1.54495, -0.26838], [-3.11924, -0.68224, -0.67012], [-1.78318, -1.11207, -0.70612], [-3.86806, -2.96839, 0.01099], [-4.13650, -3.54555, 1.14144], [-3.84336, -4.89101, 0.93711], [-3.96585, -5.96774, 1.81600], [-3.66096, -7.22187, 1.33134], [-3.25064, -7.41296, 0.00014], [-3.11442, -6.35584, -0.87810], [-3.40388, -5.09238, -0.37340], [-3.36890, -3.82568, -0.94748], [-3.18291, 3.13525, -2.00251], [-1.55687, 3.32988, -1.29943], [-2.94920, 3.13057, -0.22932], [-4.89420, 2.19011, -0.93902], [-6.18158, -1.71007, 0.27641], [-1.70603, -1.94954, -0.19152], [-4.30652, -5.81504, 2.83074], [-3.75525, -8.08297, 1.97845], [-3.04811, -8.41699, -0.34752], [-2.81493, -6.51587, -1.90658], [-3.39578, -3.64459, -1.93722], [0.23298, -5.12480, 1.34218], [0.74741, -4.38809, 0.10904], [0.22521, -5.04028, -1.16374], [2.27460, -4.32586, 0.10606], [0.16323, -3.01569, 0.23520], [0.56560, -2.13671, -0.83537], [0.57698, -6.15787, 1.33024], [-0.85833, -5.12624, 1.36176], [0.60522, -4.65820, 2.26078], [0.55528, -6.07769, -1.20726], [0.60896, -4.55949, -2.06903], [-0.86199, -5.03460, -1.17800], [2.68550, -5.31948, 0.28247], [2.64243, -3.66375, 0.89290], [2.68439, -3.99667, -0.85326], [0.53866, -2.60950, 1.09138], [-0.00688, -2.41917, -1.62716], [1.54256, -2.30355, -1.08614]], "lowdin_charge": [1.47, 0.00, -0.52, 0.01, 0.00, -0.36, -0.05, 0.52, -0.15, -0.59, -0.02, -0.01, -0.01, -0.13, -0.58, -0.01, -0.01, -0.01, 0.12, 0.09, 0.06, 0.12, 0.07, 0.10, 0.12, 0.08, 0.08, 0.09, 0.11, 0.07, 0.09, 0.07, 0.11, 0.09, 0.11, 0.08, 0.09, 0.09, 0.11, 0.10, 0.10, 0.07, 0.09, 0.06, 0.11, -0.08, -0.16, -0.08, -0.58, 0.15, -0.28, 0.11, 0.12, 0.11, 0.14, 0.14, 0.11, -0.02, -0.13, -0.24, -0.04, -0.66, 0.84, -0.04, -0.08, -0.18, -0.09, -0.31, 0.21, -0.23, 0.00, -0.07, -0.07, -0.03, -0.22, 0.17, 0.11, 0.08, 0.12, 0.11, 0.13, 0.08, 0.12, 0.11, 0.11, 0.12, 0.17, 0.00, -0.59, -0.02, -0.03, -0.02, -0.13, 0.10, 0.08, 0.07, 0.11, 0.08, 0.05, 0.11, 0.06, 0.08, 0.08, 0.10, 0.06], "total_charge": 2, "spin_multiplicity": 4, "homo_lumo_gap_ev": [7.1, 5.7]}